Molecular formula: C39H47ClFNO26
Method: DFT, the ωB97M-V functional and the def2-TZVPD basis

Positions of all 115 atoms, in Å:
C 4.503 -3.207 -0.161
C 4.562 -1.776 -0.731
C 3.354 -1.388 -1.563
C 2.610 -2.336 -2.263
C 1.485 -2.026 -3.014
C 0.757 -3.165 -3.690
C 0.159 -4.075 -2.614
C -0.967 -3.400 -1.865
F -0.291 -5.258 -3.188
C 1.052 -0.692 -3.085
Cl -0.386 -0.311 -3.972
C 1.791 0.287 -2.414
C 2.930 -0.055 -1.669
C 3.667 1.067 -1.000
O 4.870 1.073 -0.903
C 2.839 2.181 -0.515
C 1.740 2.497 -1.206
N 0.870 3.542 -0.830
C 1.387 1.725 -2.427
O 0.798 2.258 -3.332
H 5.195 -3.861 -0.689
H 3.506 -3.623 -0.214
H 4.774 -3.207 0.890
H 5.484 -1.603 -1.276
H 4.557 -1.106 0.122
H 2.937 -3.363 -2.194
H 1.410 -3.721 -4.359
H -0.089 -2.805 -4.265
H 0.922 -4.329 -1.877
H -1.303 -4.053 -1.064
H -0.635 -2.479 -1.395
H -1.788 -3.166 -2.542
H 3.121 2.737 0.367
H 0.478 3.297 0.072
H 0.085 3.533 -1.473
C 0.200 5.291 -4.500
C -0.898 4.711 -5.360
O -1.109 5.754 -6.327
C 0.028 6.492 -6.401
O 0.226 7.328 -7.224
O 0.888 6.154 -5.418
H 0.868 4.535 -4.102
H -0.189 5.895 -3.676
H -0.588 3.803 -5.880
H -1.812 4.507 -4.806
C -2.344 7.638 -0.536
C -0.871 7.498 -0.836
O -0.643 6.108 -0.588
C -1.810 5.457 -0.725
O -1.920 4.267 -0.746
O -2.841 6.323 -0.840
H -2.839 8.389 -1.147
H -2.538 7.851 0.516
H -0.637 7.708 -1.884
H -0.247 8.107 -0.206
C 3.921 6.381 0.853
C 3.927 7.713 0.134
O 2.535 8.053 0.117
C 1.931 7.397 1.135
O 0.808 7.586 1.479
O 2.763 6.492 1.689
H 4.812 6.213 1.452
H 3.783 5.538 0.173
H 4.469 8.484 0.683
H 4.319 7.653 -0.877
C -3.551 7.431 -6.176
C -3.535 8.837 -6.735
O -4.926 9.175 -6.752
C -5.560 8.407 -5.831
O -6.685 8.561 -5.483
O -4.732 7.442 -5.363
H -2.678 7.205 -5.582
H -3.661 6.674 -6.952
H -3.009 9.540 -6.087
H -3.112 8.894 -7.735
C 1.215 -4.478 3.374
C 0.157 -5.110 2.502
O -0.006 -4.136 1.459
C 1.133 -3.407 1.393
O 1.383 -2.632 0.521
O 1.946 -3.678 2.431
H 1.858 -5.208 3.851
H 0.793 -3.825 4.139
H 0.492 -6.049 2.060
H -0.776 -5.276 3.024
C -2.099 -8.238 3.952
C -2.291 -8.499 5.427
O -0.943 -8.421 5.929
C -0.223 -7.671 5.077
O 0.881 -7.268 5.285
O -0.919 -7.418 3.942
H -2.937 -7.716 3.502
H -1.896 -9.147 3.384
H -2.891 -7.736 5.912
H -2.723 -9.473 5.636
C 4.100 -4.627 7.912
C 3.040 -5.252 7.030
O 2.877 -4.264 6.007
C 4.017 -3.529 5.941
O 4.264 -2.744 5.087
O 4.831 -3.817 6.986
H 4.754 -5.359 8.379
H 3.676 -3.982 8.684
H 3.369 -6.184 6.569
H 2.100 -5.428 7.547
C -6.799 -6.502 2.411
C -7.723 -6.228 3.579
O -7.130 -7.007 4.626
C -5.828 -7.186 4.329
O -5.018 -7.645 5.072
O -5.555 -6.774 3.071
H -6.699 -5.658 1.735
H -7.094 -7.384 1.841
H -7.720 -5.179 3.879
H -8.747 -6.544 3.399

Values from the calculation:
ΔE to the lowest compared entry with this formula, charge and spin = 0.0 kcal/mol
Total charge = 0
HOMO level = -8.8 eV
Lowest unoccupied orbital energy = -0.55 eV
SMILES = CCc1cc(C[C@@H](C)F)c(Cl)c2c1C(=O)C=C(N)C2=O.O=C1OCCO1.O=C1OCCO1.O=C1OCCO1.O=C1OCCO1.O=C1OCCO1.O=C1OCCO1.O=C1OCCO1.O=C1OCCO1
Kohn-Sham gap = 8.238 eV

Mulliken population analysis, charges in e, atoms 1 to 6: C -1.157; C -0.622; C 0.442; C -0.089; C -0.423; C -1.723

---

Molecular formula: C39H47IrN10S2SbSe
Method: DFT, the ωB97M-V functional and the def2-TZVPD basis

Positions of all 101 atoms, in Å:
Ir 0.657 -0.246 -0.668
Se 6.291 -0.564 4.767
N 4.536 -0.806 4.839
C 4.103 -0.746 3.605
C 2.700 -0.921 3.235
C 1.707 -1.226 4.169
C 0.419 -1.444 3.732
C 0.147 -1.329 2.375
N 1.072 -0.989 1.481
C 2.342 -0.810 1.893
C 3.347 -0.543 0.856
N 2.912 -0.441 -0.422
C 3.817 -0.237 -1.380
C 5.179 -0.132 -1.132
C 5.622 -0.220 0.167
C 4.692 -0.426 1.188
C 5.086 -0.515 2.594
N 6.323 -0.389 3.004
H 1.979 -1.314 5.214
H -0.369 -1.729 4.416
H -0.836 -1.554 1.990
H 3.448 -0.134 -2.387
H 5.862 0.031 -1.953
H 6.672 -0.132 0.420
S -5.202 -0.680 -5.699
N -3.615 -0.615 -5.950
C -3.048 -0.562 -4.752
C -1.619 -0.483 -4.500
C -0.675 -0.428 -5.527
C 0.658 -0.341 -5.201
C 1.018 -0.332 -3.861
N 0.132 -0.388 -2.866
C -1.185 -0.452 -3.175
C -2.150 -0.457 -2.069
N -1.657 -0.376 -0.818
C -2.508 -0.291 0.200
C -3.889 -0.339 0.040
C -4.404 -0.460 -1.230
C -3.524 -0.504 -2.312
C -3.972 -0.575 -3.693
N -5.235 -0.639 -4.092
H -1.011 -0.448 -6.556
H 1.425 -0.288 -5.962
H 2.058 -0.286 -3.584
H -2.077 -0.156 1.180
H -4.533 -0.280 0.906
H -5.470 -0.501 -1.413
C -0.380 5.882 -1.283
C -1.435 5.869 -0.179
C -2.698 5.098 -0.556
C -2.484 3.600 -0.723
N -2.115 2.978 0.566
C -0.998 2.352 0.876
S 0.274 2.128 -0.312
N -0.785 1.906 2.110
C -1.622 2.212 3.283
C -1.335 3.587 3.883
C -0.021 3.674 4.662
C 1.256 3.529 3.830
H 0.457 6.526 -1.015
H -0.799 6.259 -2.217
H 0.030 4.887 -1.478
H -1.720 6.893 0.064
H -1.005 5.456 0.742
H -3.088 5.473 -1.505
H -3.489 5.266 0.183
H -1.691 3.388 -1.436
H -3.395 3.111 -1.071
H -2.734 3.206 1.332
H 0.155 1.584 2.284
H -1.433 1.425 4.016
H -2.670 2.108 2.996
H -2.163 3.831 4.552
H -1.350 4.339 3.086
H -0.030 2.924 5.458
H -0.004 4.640 5.168
H 1.476 2.488 3.566
H 2.121 3.885 4.389
H 1.203 4.110 2.905
C -2.543 -4.203 -0.557
C -1.403 -4.275 -1.571
Sb 0.380 -3.308 -0.909
C 1.700 -3.554 -2.568
C 1.795 -5.018 -3.004
C 1.254 -4.698 0.464
C 0.718 -4.682 1.891
H -3.429 -4.699 -0.955
H -2.820 -3.171 -0.327
H -2.290 -4.702 0.379
H -1.670 -3.812 -2.522
H -1.091 -5.301 -1.774
H 2.667 -3.161 -2.245
H 1.326 -2.917 -3.368
H 2.163 -5.661 -2.204
H 2.492 -5.114 -3.838
H 0.834 -5.406 -3.340
H 2.328 -4.511 0.428
H 1.069 -5.658 -0.025
H 0.937 -3.741 2.397
H 1.188 -5.478 2.469
H -0.359 -4.849 1.931

Values from the calculation:
Total charge = +3
HOMO level (spin up / spin down) = -15.0 / -15.9 eV
Lowest unoccupied orbital energy (spin up / spin down) = -8.03 / -10.33 eV
2S+1 = 5
Expectation value of S² = 6.02
Kohn-Sham gap (spin up / spin down) = 6.967 / 5.577 eV

natural (NBO) population analysis, charges in e, atoms 1 to 6: Ir 1.148; Se 1.096; N -0.586; C 0.078; C 0.011; C -0.104

---

Molecular formula: C39H47IrN5S2
Method: DFT, the ωB97M-V functional and the def2-TZVPD basis

Positions of all 94 atoms, in Å:
Ir 1.096 -0.522 -0.405
C 4.210 -2.822 -3.922
S 4.009 -3.671 -2.347
C 2.817 -2.716 -1.527
S 2.120 -1.321 -2.295
N 2.496 -3.191 -0.348
N 1.639 -2.367 0.327
C 1.167 -2.728 1.462
C 0.532 -1.673 2.254
C 0.106 -1.880 3.553
C -0.324 -0.793 4.302
C -0.317 0.464 3.728
C 0.085 0.593 2.407
N 0.502 -0.444 1.683
H 4.992 -3.375 -4.437
H 4.528 -1.793 -3.778
H 3.297 -2.857 -4.513
H 1.347 -3.720 1.861
H 0.136 -2.877 3.971
H -0.655 -0.932 5.322
H -0.622 1.341 4.281
H 0.120 1.557 1.915
C -3.874 -0.033 -0.289
C -2.793 -0.586 0.651
C -3.338 -0.603 2.079
C -2.395 -1.945 0.131
C -3.125 -3.050 0.547
C -3.001 -4.270 -0.090
C -2.172 -4.375 -1.186
C -1.397 -3.305 -1.632
C -0.583 -3.553 -2.886
C -1.504 -3.767 -4.091
C 0.348 -4.757 -2.732
C -1.467 -2.096 -0.913
N -0.659 -0.936 -1.310
C -0.905 -0.432 -2.484
C -0.241 0.634 -3.151
C -0.551 0.820 -4.520
C 0.032 1.810 -5.256
C 0.943 2.674 -4.616
C 1.241 2.557 -3.286
C 0.670 1.522 -2.501
N 0.933 1.380 -1.192
C 1.553 2.448 -0.442
C 2.925 2.356 -0.136
C 3.510 3.287 0.714
C 2.779 4.347 1.208
C 1.456 4.486 0.830
C 0.812 3.565 0.005
C -0.607 3.955 -0.390
C -0.659 4.620 -1.769
C -1.669 2.877 -0.290
C 3.778 1.247 -0.710
C 5.173 1.697 -1.135
C 3.859 0.091 0.284
H -4.222 0.942 0.048
H -4.728 -0.713 -0.302
H -3.511 0.069 -1.313
H -1.928 0.070 0.602
H -4.373 -0.949 2.101
H -3.332 0.406 2.495
H -2.756 -1.250 2.734
H -3.845 -2.940 1.347
H -3.593 -5.117 0.230
H -2.118 -5.314 -1.722
H 0.025 -2.677 -3.097
H -2.137 -4.645 -3.958
H -0.912 -3.918 -4.995
H -2.162 -2.910 -4.256
H -0.221 -5.689 -2.714
H 0.934 -4.710 -1.818
H 1.038 -4.811 -3.575
H -1.744 -0.884 -3.010
H -1.263 0.145 -4.981
H -0.200 1.934 -6.304
H 1.420 3.459 -5.189
H 1.932 3.244 -2.815
H 4.559 3.197 0.967
H 3.242 5.081 1.854
H 0.897 5.348 1.175
H -0.887 4.726 0.332
H -0.519 3.894 -2.568
H 0.109 5.388 -1.870
H -1.632 5.093 -1.916
H -1.568 2.125 -1.072
H -2.651 3.339 -0.393
H -1.642 2.378 0.678
H 3.279 0.881 -1.603
H 5.791 1.999 -0.287
H 5.115 2.537 -1.827
H 5.690 0.878 -1.636
H 4.321 0.406 1.222
H 4.405 -0.765 -0.114
H 2.852 -0.275 0.596

Values from the calculation:
ΔE to the lowest compared entry with this formula, charge and spin = 0.0 kcal/mol
Total charge = +1
HOMO level = -9.9 eV
Lowest unoccupied orbital energy = -3.91 eV
Kohn-Sham gap = 5.976 eV

Mulliken population analysis, charges in e, atoms 1 to 6: Ir 1.962; C -0.702; S -0.042; C 0.723; S -0.498; N -1.710

---

Molecular formula: C39H47N10O7STl
Method: DFT, the ωB97M-V functional and the def2-TZVPD basis

Positions of all 105 atoms, in Å:
Tl 0.625 0.290 0.247
N 0.661 -1.072 2.702
C 0.528 -2.526 2.803
C 1.932 -3.273 2.642
C 2.120 -4.029 1.340
C 2.491 -3.259 0.061
N 1.462 -2.330 -0.467
H 1.486 -0.800 3.215
H -0.149 -0.522 2.949
H -0.154 -2.862 1.971
H 0.110 -2.860 3.789
H 2.016 -4.061 3.392
H 2.778 -2.555 2.885
H 1.192 -4.619 1.211
H 2.933 -4.759 1.444
H 2.818 -3.981 -0.723
H 3.407 -2.698 0.241
H 0.509 -2.744 -0.289
H 1.544 -2.173 -1.446
O -3.352 1.421 0.061
C -2.766 0.522 0.711
O -1.757 0.622 1.521
C -3.299 -0.964 0.619
C -4.634 -1.236 1.017
C -5.101 -2.476 0.798
C -4.379 -3.534 0.332
C -3.015 -3.381 -0.006
C -2.454 -1.985 0.085
O -1.300 -1.697 -0.313
N -2.129 -4.448 -0.429
O -0.880 -4.410 -0.110
O -2.609 -5.402 -1.089
N -6.481 -2.662 1.190
O -7.107 -1.663 1.469
O -6.950 -3.805 1.137
H -5.261 -0.426 1.391
H -4.732 -4.573 0.383
S 2.711 0.831 -2.493
C 2.032 -0.390 -3.397
N 2.818 -1.428 -3.514
N 2.575 -2.347 -4.452
C 3.537 -3.325 -4.791
C 4.713 -3.307 -4.027
C 5.612 -4.310 -4.222
C 5.608 -5.163 -5.406
C 4.465 -5.027 -6.215
C 3.403 -4.212 -5.866
N 0.853 -0.403 -4.127
N -0.102 0.246 -3.567
C -1.351 0.079 -4.072
C -2.374 0.838 -3.452
C -3.721 0.682 -3.838
C -3.986 -0.191 -4.912
C -2.924 -0.858 -5.603
C -1.623 -0.768 -5.161
H 1.757 -2.165 -5.030
H 4.789 -2.582 -3.266
H 6.356 -4.463 -3.457
H 6.461 -5.786 -5.634
H 4.391 -5.699 -7.075
H 2.532 -4.262 -6.464
H -2.102 1.444 -2.549
H -4.492 1.154 -3.237
H -4.912 -0.147 -5.423
H -3.142 -1.345 -6.576
H -0.691 -1.230 -5.634
C 2.278 5.589 -2.366
C 1.282 4.425 -2.486
C 1.089 3.919 -1.144
N 0.970 3.768 0.008
H 2.132 6.293 -3.257
H 3.330 5.230 -2.300
H 2.146 6.277 -1.496
H 1.709 3.623 -3.142
H 0.333 4.731 -2.906
C -3.740 2.509 3.330
C -2.761 3.670 3.297
C -1.863 3.954 2.046
C -1.740 3.443 4.380
C -1.904 2.977 5.718
C -0.730 2.748 6.428
C 0.540 2.920 5.910
C 0.675 3.469 4.648
C 2.105 3.689 4.142
C 2.687 2.335 3.543
C 2.250 4.948 3.259
C -0.457 3.616 3.829
N -0.479 3.938 2.499
H -4.411 2.424 2.523
H -4.315 2.545 4.311
H -3.143 1.567 3.354
H -3.346 4.576 3.511
H 0.321 4.039 1.895
H -2.077 4.964 1.694
H -1.976 3.194 1.209
H -2.870 2.763 6.134
H -0.792 2.447 7.466
H 1.394 2.586 6.526
H 2.686 3.953 5.044
H 2.053 1.987 2.751
H 2.874 1.519 4.248
H 3.623 2.526 2.988
H 2.231 4.731 2.147
H 3.161 5.533 3.487
H 1.441 5.646 3.498

Values from the calculation:
ΔE to the lowest compared entry with this formula, charge and spin = 0.0 kcal/mol
Total charge = -2
HOMO level = -1.7 eV
Lowest unoccupied orbital energy = 3.61 eV
Kohn-Sham gap = 5.275 eV

Mulliken population analysis, charges in e, atoms 1 to 6: Tl 0.854; N -0.130; C -0.119; C -0.865; C -0.530; C -0.746